This record from the Open Molecules 2025 dataset describes C23H27F4N7O3SV as an isolated structure. The level of theory is wB97M-V/def2-TZVPD.

Calculated values
Multiplicity ... 2
E_LUMO (spin up / spin down) ... 4.824 / 4.813 eV
ΔE to the lowest compared entry with this formula, charge and spin ... 0.0 kJ/mol
⟨S²⟩ ... 0.81
Net charge ... -2
Total energy ... -88254.043 eV

Last column: Löwdin spin population.
Positions of all 66 atoms, in Å:
H -3.366 3.021 1.902  0.000
C -1.408 -1.161 2.128  0.000
H 3.788 -3.634 -3.580  0.000
C 4.608 -0.125 1.885  0.000
H 1.326 5.156 1.421  0.001
N 0.922 -0.313 1.864  0.001
O -2.089 2.390 0.379  0.001
H -3.064 -2.869 0.909  0.000
C -0.222 -0.160 -3.130  0.014
C -0.082 -0.836 2.802  0.001
N -1.238 -1.807 0.832  0.001
H -2.394 -2.592 -0.727  0.000
C 2.180 -0.282 2.322  0.001
C 2.969 -2.929 -3.480  0.003
H -2.029 4.115 1.547  0.000
H -0.356 -3.485 -0.034  0.000
F 4.179 -0.577 5.409  0.000
C 1.688 2.759 -0.802  0.122
F 5.589 0.022 0.963  0.000
H -3.138 -1.259 0.123  0.000
H -3.204 3.070 -1.970  0.000
N 1.094 1.757 -0.527  0.048
C 2.528 -2.582 -2.222  -0.001
H -2.002 -1.804 2.807  0.000
H -1.976 -0.250 1.973  0.000
N -1.613 1.402 -2.297  -0.002
H 0.295 -1.758 3.263  0.000
C 2.598 -0.419 3.686  0.000
C 3.918 -0.443 4.082  0.000
F 3.112 0.069 0.144  0.005
F 1.698 -0.435 4.707  0.000
C -2.530 -2.153 0.260  0.002
H -0.302 -0.133 3.605  0.000
N 1.820 4.001 -0.260  0.036
C -2.743 3.421 1.098  -0.001
H 6.004 -0.338 3.531  0.000
C 1.518 4.109 1.168  0.007
N -3.650 2.336 -2.506  0.000
O 1.065 -1.365 -0.846  -0.003
S -3.710 -0.339 -2.601  0.001
C -1.114 1.683 1.084  -0.005
H -4.591 2.150 -2.195  0.000
H -3.373 3.949 0.380  0.000
H 2.987 -2.994 -1.331  0.000
C 1.338 -1.487 -4.459  0.002
H -0.834 -3.704 1.672  0.000
O -0.967 2.011 2.257  0.001
H 2.354 3.746 1.780  0.001
H 2.730 -2.650 -5.613  0.000
C 0.867 -1.113 -3.199  0.001
C 2.379 -2.383 -4.624  0.000
C 4.974 -0.308 3.210  0.000
H 3.886 4.493 -0.210  0.001
H 0.610 -2.735 1.224  0.000
V 0.065 0.242 -0.065  0.749
C 2.949 4.791 -0.701  0.007
C -0.404 -2.998 0.938  0.000
H 0.640 3.514 1.400  0.001
H -0.615 0.187 -4.084  0.001
H 2.764 5.846 -0.474  0.000
H 3.069 4.675 -1.775  0.004
N -0.745 0.348 -2.076  -0.002
C 3.306 -0.102 1.455  0.000
C -2.875 1.159 -2.427  0.000
C 1.467 -1.655 -2.029  0.003
H 0.859 -1.050 -5.331  0.000